(1)
134
Properties=species:S:1:pos:R:3 method="wB97M-V/def2-TZVPD" spin_multiplicity=1 e_homo_ev=0.094 charge=-2 orbital_gap_ha=0.1250 e_tot_ha=-6488.17972 lumo_ha=0.128
Ba 0.721 0.280 0.494
C -5.421 -5.672 -1.070
C -5.219 -4.316 -1.768
C -6.301 -4.135 -2.844
C -5.348 -3.205 -0.740
C -6.580 -2.864 -0.192
C -6.696 -1.827 0.714
C -5.574 -1.106 1.089
C -4.315 -1.421 0.592
P -2.758 -0.486 1.008
C -3.325 1.248 1.131
C -2.817 2.153 2.081
C -3.229 3.494 2.087
C -4.132 3.947 1.143
C -4.614 3.070 0.172
C -4.201 1.752 0.164
C -2.740 -1.094 2.777
C -3.639 -0.709 3.781
C -3.558 -1.241 5.056
C -2.573 -2.183 5.352
C -1.686 -2.577 4.366
C -1.769 -2.033 3.084
C -4.228 -2.497 -0.308
O -2.967 -2.855 -0.724
C -2.824 -3.504 -1.931
C -1.579 -3.384 -2.572
C -1.366 -4.166 -3.700
C -2.354 -5.007 -4.187
C -3.587 -5.059 -3.566
C -3.854 -4.294 -2.436
P -0.341 -2.175 -1.906
C -0.397 -0.937 -3.311
C 0.017 -1.259 -4.607
C -0.120 -0.353 -5.646
C -0.684 0.898 -5.402
C -1.087 1.238 -4.123
C -0.938 0.343 -3.043
C 1.238 -3.121 -2.121
C 1.380 -4.414 -1.693
C 2.627 -5.103 -1.773
C 3.731 -4.488 -2.277
C 3.668 -3.139 -2.718
C 2.485 -2.464 -2.642
H -6.402 -5.726 -0.591
H -4.663 -5.830 -0.301
H -5.351 -6.497 -1.784
H -7.305 -4.168 -2.417
H -6.258 -4.924 -3.596
H -6.183 -3.178 -3.353
H -7.472 -3.412 -0.471
H -7.666 -1.573 1.125
H -5.687 -0.284 1.784
H -1.993 1.783 2.924
H -2.823 4.174 2.828
H -4.449 4.984 1.146
H -5.303 3.423 -0.586
H -4.565 1.101 -0.622
H -4.414 0.019 3.568
H -4.260 -0.928 5.822
H -2.505 -2.606 6.348
H -0.918 -3.309 4.592
H -1.054 -2.336 2.292
H -0.411 -4.131 -4.208
H -2.164 -5.615 -5.064
H -4.347 -5.716 -3.972
H 0.445 -2.235 -4.830
H 0.199 -0.625 -6.647
H -0.804 1.605 -6.221
H -1.525 2.215 -3.934
H -1.290 0.631 -1.863
H 0.526 -4.934 -1.270
H 2.691 -6.125 -1.421
H 4.671 -5.027 -2.326
H 4.552 -2.639 -3.094
H 2.435 -1.438 -2.984
O -0.814 2.098 1.872
H -1.588 2.277 1.198
H -0.275 2.900 1.843
O 2.125 -1.554 -0.853
H 2.054 -2.549 -0.907
H 2.876 -1.326 -1.452
O 0.605 -2.338 1.691
H 0.684 -3.186 1.238
H 0.489 -2.551 2.620
O 0.228 -0.405 3.200
H -0.578 0.060 3.447
H 0.943 0.072 3.645
O -1.221 0.913 -0.596
O 0.810 2.849 -0.625
H 0.058 2.737 -1.225
H 1.603 2.820 -1.167
C 1.488 1.090 -2.451
H 0.654 1.411 -3.027
H 1.959 0.270 -3.021
H 2.221 1.938 -2.428
Br 3.601 -0.729 2.233
N 3.519 0.900 -0.056
C 4.477 1.217 -0.615
N 5.584 1.580 -1.252
C 6.164 0.710 -2.272
C 7.299 1.413 -3.008
C 6.900 2.825 -3.435
C 6.353 3.657 -2.253
C 6.253 2.836 -0.975
H 5.380 0.426 -2.982
H 6.531 -0.210 -1.805
H 7.580 0.823 -3.881
H 8.184 1.459 -2.366
H 6.133 2.756 -4.210
H 7.752 3.332 -3.892
H 5.365 4.040 -2.515
H 6.983 4.532 -2.070
H 5.699 3.392 -0.220
H 7.245 2.634 -0.554
C 2.562 6.720 7.294
C 2.387 5.733 6.168
C 2.654 4.382 6.351
C 2.469 3.471 5.317
C 2.014 3.910 4.090
C 1.725 5.254 3.895
C 1.911 6.157 4.928
S 1.776 2.725 2.754
C 3.271 3.176 1.900
O 1.952 1.387 3.359
H 3.143 6.288 8.109
H 1.592 7.024 7.692
H 3.089 7.611 6.949
H 3.009 4.025 7.311
H 2.677 2.417 5.465
H 1.347 5.601 2.939
H 1.679 7.204 4.769
H 4.126 3.080 2.570
H 3.164 4.202 1.542
H 3.378 2.503 1.064

---

(2)
131
Properties=species:S:1:pos:R:3 method="wB97M-V/def2-TZVPD" spin_multiplicity=4 e_homo_ev="-0.612 / -0.716" charge=-2 s2=3.78 orbital_gap_ha="0.1847 / 0.1884" e_tot_ha=-4862.75369 lumo_ha="0.162 / 0.162" de_lowest_ev=0.000
Re 0.280 0.395 0.395
C 2.926 -4.034 -3.439
C 3.060 -3.883 -1.922
C 1.854 -3.288 -1.266
C 0.743 -3.962 -0.720
C 0.497 -5.438 -0.714
C -0.346 -5.917 -1.899
C -0.102 -2.977 -0.186
N 0.444 -1.730 -0.401
C 1.620 -1.933 -1.029
C 2.516 -0.736 -1.117
C 1.974 0.278 -2.073
C 2.442 0.879 -3.242
C 3.686 0.536 -3.999
C 3.420 -0.233 -5.294
C 1.496 1.883 -3.559
C 0.515 1.833 -2.560
C -0.582 2.711 -2.341
C -1.517 2.599 -1.361
N -1.664 1.547 -0.448
C -2.780 1.825 0.259
C -3.405 1.007 1.190
C -3.048 -0.334 1.382
N -1.985 -0.909 0.828
C -2.082 -2.262 1.116
C -1.256 -3.211 0.605
C -3.255 -2.508 1.945
C -3.852 -1.307 2.127
C -5.094 -0.981 2.893
C -6.359 -1.027 2.032
C -3.695 -3.846 2.443
C -4.462 -4.649 1.391
C -3.345 3.118 -0.141
C -2.573 3.583 -1.144
C -2.749 4.839 -1.935
C -3.540 4.618 -3.226
C -4.572 3.730 0.456
C -5.869 3.145 -0.109
N 0.823 0.845 -1.670
C 1.516 2.820 -4.728
C 0.525 2.440 -5.832
H 3.848 -4.410 -3.893
H 2.688 -3.071 -3.890
H 2.116 -4.720 -3.690
H 3.934 -3.259 -1.706
H 3.273 -4.865 -1.483
H -0.007 -5.726 0.215
H 1.455 -5.971 -0.714
H -1.337 -5.463 -1.862
H -0.463 -7.005 -1.901
H 0.113 -5.618 -2.842
H 3.522 -1.044 -1.414
H 4.344 -0.057 -3.356
H 4.244 1.449 -4.244
H 2.879 -1.156 -5.083
H 4.348 -0.486 -5.814
H 2.801 0.359 -5.970
H -0.644 3.580 -2.988
H -4.296 1.377 1.678
H -1.470 -4.245 0.856
H -4.994 0.019 3.326
H -5.198 -1.671 3.737
H -6.242 -0.387 1.157
H -7.237 -0.692 2.589
H -6.546 -2.041 1.676
H -4.323 -3.715 3.330
H -2.820 -4.419 2.766
H -5.319 -4.083 1.025
H -4.821 -5.597 1.797
H -3.824 -4.863 0.533
H -1.768 5.254 -2.180
H -3.254 5.589 -1.319
H -3.031 3.895 -3.863
H -3.658 5.548 -3.786
H -4.531 4.220 -3.006
H -4.558 4.812 0.289
H -4.558 3.585 1.540
H -5.945 3.339 -1.180
H -6.748 3.574 0.380
H -5.889 2.064 0.031
H 2.527 2.856 -5.147
H 1.291 3.839 -4.392
H 0.748 1.448 -6.226
H 0.546 3.154 -6.661
H -0.488 2.408 -5.431
F 0.999 6.599 1.386
C 0.873 5.241 1.211
C -0.103 4.564 1.912
C -0.215 3.193 1.728
C 0.609 2.467 0.852
C 1.571 3.221 0.168
C 1.719 4.595 0.340
H -0.761 5.104 2.583
H -0.999 2.678 2.271
H 2.220 2.729 -0.547
H 2.469 5.156 -0.204
C 1.381 1.384 3.823
Si 0.349 0.058 2.898
C -1.280 0.116 3.911
C 1.105 -1.599 3.549
C 1.067 -1.882 4.919
C 1.578 -3.059 5.446
C 2.155 -4.001 4.606
C 2.211 -3.747 3.245
C 1.694 -2.563 2.731
H 1.840 0.980 4.730
H 0.735 2.214 4.109
H 2.162 1.800 3.191
H -1.058 0.412 4.940
H -1.765 -0.862 3.929
H -1.996 0.825 3.500
H 0.616 -1.163 5.594
H 1.525 -3.244 6.515
H 2.555 -4.924 5.012
H 2.651 -4.473 2.569
H 1.735 -2.405 1.665
C 4.546 2.621 -0.125
Ge 4.119 0.865 0.662
C 5.563 -0.303 -0.060
C 4.602 0.958 2.574
C 2.440 -0.091 0.309
H 5.618 2.789 -0.006
H 4.004 3.427 0.368
H 4.302 2.638 -1.187
H 6.528 0.065 0.296
H 5.591 -0.322 -1.149
H 5.432 -1.326 0.297
H 5.683 0.835 2.664
H 4.113 0.164 3.137
H 4.326 1.909 3.025
H 2.577 -0.916 1.023

---

(3)
139
Properties=species:S:1:pos:R:3 method="wB97M-V/def2-TZVPD" spin_multiplicity=1 e_homo_ev=-5.531 charge=-1 orbital_gap_ha=0.2766 e_tot_ha=-4033.07667 lumo_ha=0.073
C 0.774 -0.820 1.718
C 2.135 -0.591 0.984
C 2.338 0.899 0.763
C 3.742 1.323 0.232
C 3.802 0.806 -1.227
C 2.862 1.511 -2.227
C 2.481 0.509 -3.338
C 1.102 -0.111 -3.097
C -0.049 0.875 -3.167
C -1.357 0.184 -2.769
C -1.479 0.155 -1.234
C -2.362 1.259 -0.694
O -2.586 1.116 0.723
C -3.477 0.186 1.055
C -3.639 0.020 2.539
O -4.116 -0.482 0.266
C 3.854 2.861 0.134
C 2.505 3.642 0.143
O 2.199 4.227 -0.923
O 1.879 3.682 1.235
N 4.664 3.532 1.221
C 4.677 2.735 2.472
C 5.081 3.513 3.695
Cl 6.710 3.667 4.289
C 4.121 4.176 4.353
C 2.678 4.186 3.944
Cl 4.455 5.114 5.776
C 5.397 1.394 2.201
C 6.885 1.698 1.848
C 8.003 1.053 2.645
N 9.286 1.639 2.111
C 5.105 0.642 3.568
O 4.020 0.005 3.547
O 5.878 0.781 4.543
N 4.732 0.639 1.117
P 5.592 -0.657 0.489
N 6.470 -1.531 1.454
H 0.053 -1.156 0.980
H 0.452 0.153 2.075
H 0.924 -1.548 2.503
H 2.035 -1.112 0.029
H 2.926 -1.073 1.543
H 1.542 1.237 0.100
H 2.142 1.373 1.717
H 3.497 -0.228 -1.266
H 4.803 0.932 -1.629
H 3.376 2.343 -2.696
H 1.939 1.861 -1.790
H 3.185 -0.320 -3.344
H 2.433 1.006 -4.304
H 1.055 -0.660 -2.154
H 0.926 -0.842 -3.887
H 0.050 1.720 -2.486
H -0.171 1.298 -4.163
H -2.210 0.728 -3.169
H -1.392 -0.845 -3.116
H -0.490 0.291 -0.801
H -1.861 -0.795 -0.875
H -3.300 1.359 -1.229
H -1.850 2.212 -0.789
H -3.978 0.934 3.015
H -2.717 -0.328 2.991
H -4.377 -0.754 2.699
H 4.317 3.154 -0.800
H 4.204 4.422 1.421
H 5.592 3.769 0.872
H 3.653 2.433 2.654
H 2.311 3.177 3.811
H 2.052 4.723 4.643
H 2.613 4.736 3.013
H 7.127 1.540 0.797
H 7.063 2.768 1.965
H 8.081 -0.017 2.518
H 7.971 1.289 3.695
H 9.901 0.887 1.831
H 9.777 2.071 2.883
H 4.651 -1.500 -0.126
H 6.422 -0.149 -0.547
H 6.374 -1.182 2.405
C 0.845 4.645 -4.353
C -0.322 5.380 -4.513
C -0.761 5.724 -5.785
C -0.037 5.326 -6.901
C 1.129 4.590 -6.743
C 1.571 4.254 -5.470
H 1.193 4.380 -3.360
H -0.890 5.684 -3.644
H -1.669 6.301 -5.907
H -0.381 5.590 -7.893
H 1.694 4.278 -7.612
H 2.484 3.685 -5.346
C -7.513 -4.789 0.564
C -7.232 -3.595 1.213
C -6.308 -2.708 0.675
C -5.671 -3.013 -0.520
C -5.955 -4.206 -1.170
C -6.873 -5.096 -0.627
H -8.231 -5.481 0.987
H -7.734 -3.354 2.142
H -6.084 -1.781 1.182
H -4.955 -2.321 -0.939
H -5.458 -4.443 -2.103
H -7.089 -6.029 -1.134
C -1.577 -6.106 0.917
C -0.880 -6.427 2.073
C 0.308 -5.775 2.372
C 0.797 -4.796 1.520
C 0.098 -4.472 0.363
C -1.086 -5.130 0.061
H -2.503 -6.615 0.682
H -1.264 -7.187 2.742
H 0.854 -6.029 3.272
H 1.721 -4.283 1.757
H 0.477 -3.706 -0.302
H -1.629 -4.880 -0.842
C -7.916 -6.473 -4.121
C -7.366 -7.681 -3.715
C -7.995 -8.875 -4.040
C -9.169 -8.861 -4.779
C -9.717 -7.653 -5.188
C -9.093 -6.459 -4.855
H -7.427 -5.542 -3.863
H -6.446 -7.692 -3.143
H -7.569 -9.817 -3.718
H -9.657 -9.792 -5.037
H -10.633 -7.643 -5.765
H -9.523 -5.517 -5.170
C -2.857 3.226 5.013
C -2.741 4.418 5.715
C -1.883 5.411 5.260
C -1.150 5.214 4.098
C -1.267 4.023 3.393
C -2.119 3.028 3.853
H -3.523 2.451 5.370
H -3.317 4.573 6.619
H -1.787 6.338 5.812
H -0.483 5.989 3.740
H -0.693 3.871 2.487
H -2.206 2.098 3.305

---

What is the charge in the second record?
-2